Entry 1:
{
  "formula": "C17H33AsAuNO2Si",
  "method": "ωB97M-V/def2-TZVPD",
  "elements": ["Au", "C", "N", "C", "C", "C", "C", "C", "C", "C", "C", "H", "H", "H", "H", "H", "H", "H", "H", "H", "H", "H", "H", "C", "Si", "C", "C", "H", "H", "H", "H", "H", "H", "H", "H", "H", "C", "C", "O", "H", "H", "H", "C", "As", "C", "C", "O", "H", "H", "H", "H", "H", "H", "H", "H", "H"],
  "xyz": [[0.28, 0.03, -0.29], [-0.28, -2.94, -1.62], [-0.50, -2.46, -0.27], [-1.88, -2.65, 0.15], [0.46, -3.02, 0.67], [1.76, -2.23, 0.82], [2.85, -2.91, 1.34], [4.05, -2.27, 1.59], [4.17, -0.92, 1.31], [3.09, -0.23, 0.78], [1.88, -0.86, 0.52], [-0.53, -4.01, -1.73], [0.76, -2.79, -1.89], [-0.90, -2.36, -2.31], [-2.18, -3.71, 0.15], [-2.53, -2.09, -0.52], [-2.01, -2.25, 1.16], [0.71, -4.05, 0.39], [-0.01, -3.07, 1.65], [2.75, -3.97, 1.56], [4.89, -2.82, 2.01], [5.10, -0.39, 1.49], [3.20, 0.83, 0.57], [0.03, -0.73, 3.34], [-0.27, 0.56, 2.00], [-2.07, 1.11, 2.18], [0.80, 2.05, 2.47], [-0.07, -0.28, 4.33], [1.03, -1.16, 3.26], [-0.69, -1.55, 3.28], [-2.32, 1.26, 3.23], [-2.75, 0.36, 1.76], [-2.25, 2.05, 1.66], [0.56, 2.39, 3.48], [0.66, 2.89, 1.79], [1.85, 1.77, 2.45], [2.55, 1.09, -2.33], [1.11, 0.63, -2.22], [0.37, 0.88, -3.17], [2.68, 1.72, -3.22], [3.20, 0.22, -2.40], [2.84, 1.64, -1.43], [-3.71, 2.59, -0.95], [-2.09, 1.97, -1.79], [-2.56, 1.73, -3.63], [-0.79, 3.37, -1.61], [-1.66, 0.55, -1.03], [-4.01, 3.54, -1.39], [-3.54, 2.71, 0.12], [-4.48, 1.85, -1.12], [-2.84, 2.69, -4.05], [-3.41, 1.05, -3.67], [-1.70, 1.31, -4.14], [-1.28, 4.32, -1.41], [-0.20, 3.43, -2.52], [-0.14, 3.10, -0.78]],
  "relative_energy_kcal_mol": 0.0,
  "homo_lumo_gap_ev": 6.82,
  "spin_multiplicity": 1,
  "largest_force_ev_per_a": 0.5,
  "e_homo_ev": -6.371,
  "lumo_ev": 0.45
}


Entry 2:
{
  "formula": "C16H17BN6O3SV",
  "method": "ωB97M-V/def2-TZVPD",
  "elements": ["V", "C", "C", "N", "N", "C", "B", "N", "C", "C", "C", "N", "N", "C", "C", "C", "N", "H", "H", "H", "H", "H", "H", "H", "H", "H", "H", "C", "C", "C", "C", "C", "C", "C", "S", "O", "O", "O", "H", "H", "H", "H", "H", "H", "H"],
  "xyz": [[0.12, 1.28, 0.24], [3.68, 2.48, 1.94], [2.81, 2.33, 0.86], [1.63, 1.90, 1.29], [1.70, 1.77, 2.61], [2.93, 2.10, 3.04], [0.46, 1.24, 3.34], [-0.74, 2.06, 2.84], [-1.74, 2.62, 3.55], [-2.76, 2.93, 2.67], [-2.29, 2.51, 1.42], [-1.07, 2.00, 1.55], [0.25, -0.16, 2.76], [0.26, -1.37, 3.34], [0.14, -2.32, 2.34], [0.05, -1.59, 1.16], [0.11, -0.29, 1.43], [4.70, 2.81, 1.93], [2.98, 2.53, -0.19], [3.20, 2.05, 4.08], [0.57, 1.24, 4.51], [-1.65, 2.76, 4.61], [-3.71, 3.36, 2.90], [-2.80, 2.53, 0.47], [0.35, -1.49, 4.40], [0.13, -3.39, 2.46], [-0.05, -1.93, 0.14], [-4.55, 5.55, -4.10], [-3.49, 4.59, -3.65], [-2.97, 4.65, -2.36], [-2.00, 3.74, -1.95], [-1.56, 2.77, -2.82], [-2.05, 2.70, -4.11], [-3.01, 3.61, -4.52], [-0.36, 1.60, -2.19], [0.55, 2.40, -1.35], [0.29, 0.93, -3.28], [-1.11, 0.70, -1.29], [-4.82, 6.22, -3.29], [-5.44, 5.00, -4.41], [-4.21, 6.13, -4.95], [-3.32, 5.40, -1.67], [-1.57, 3.79, -0.96], [-1.68, 1.93, -4.77], [-3.41, 3.57, -5.52]],
  "homo_lumo_gap_ev": [7.38, 9.90],
  "spin_multiplicity": 4,
  "s2": 3.764,
  "largest_force_ev_per_a": 3.1,
  "e_homo_ev": [-6.684, -9.209],
  "lumo_ev": [0.70, 0.69]
}


Entry 3:
{
  "formula": "C25H19BrCl60NO",
  "method": "ωB97M-V/def2-TZVPD",
  "elements": ["C", "C", "C", "O", "N", "C", "C", "C", "C", "C", "Br", "C", "C", "H", "H", "H", "H", "H", "H", "H", "H", "H", "H", "H", "H", "H", "H", "H", "H", "H", "H", "H", "C", "Cl", "Cl", "Cl", "Cl", "C", "Cl", "Cl", "Cl", "Cl", "C", "Cl", "Cl", "Cl", "Cl", "C", "Cl", "Cl", "Cl", "Cl", "C", "Cl", "Cl", "Cl", "Cl", "C", "Cl", "Cl", "Cl", "Cl", "C", "Cl", "Cl", "Cl", "Cl", "C", "Cl", "Cl", "Cl", "Cl", "C", "Cl", "Cl", "Cl", "Cl", "C", "Cl", "Cl", "Cl", "Cl", "C", "Cl", "Cl", "Cl", "Cl", "C", "Cl", "Cl", "Cl", "Cl", "C", "Cl", "Cl", "Cl", "Cl", "C", "Cl", "Cl", "Cl", "Cl", "C", "Cl", "Cl", "Cl", "Cl"],
  "xyz": [[5.08, 0.36, 0.90], [3.73, 0.02, 0.20], [3.74, 0.18, -1.34], [4.09, 1.50, -1.82], [3.34, 2.45, -1.21], [2.06, 2.56, -1.24], [1.68, 3.76, -0.34], [0.69, 3.11, 0.72], [-0.69, 2.81, 0.03], [-1.23, 1.36, 0.20], [0.09, -0.07, -0.15], [3.03, 4.15, 0.39], [4.13, 3.43, -0.45], [4.95, 1.34, 1.41], [5.93, 0.45, 0.21], [5.28, -0.35, 1.71], [2.92, 0.59, 0.69], [3.52, -1.04, 0.39], [2.74, -0.13, -1.71], [4.46, -0.54, -1.76], [1.45, 1.86, -1.81], [1.14, 4.60, -0.79], [0.50, 3.89, 1.48], [1.13, 2.25, 1.23], [-1.44, 3.50, 0.44], [-0.59, 3.01, -1.05], [-1.72, 1.20, 1.16], [-2.01, 1.23, -0.57], [3.12, 5.22, 0.13], [3.11, 3.90, 1.45], [4.57, 4.19, -1.12], [5.00, 3.01, 0.05], [2.18, -4.08, 1.65], [1.95, -3.12, 0.17], [3.49, -5.25, 1.38], [2.61, -3.01, 2.99], [0.68, -4.93, 2.03], [4.78, 7.07, 0.53], [3.18, 6.44, 0.10], [5.06, 8.60, -0.32], [4.86, 7.33, 2.28], [6.02, 5.89, 0.05], [1.89, 3.30, -3.50], [1.92, 3.96, -5.15], [3.08, 2.00, -3.36], [2.27, 4.58, -2.34], [0.27, 2.67, -3.15], [-2.55, 3.76, -6.30], [-2.53, 2.50, -7.54], [-3.43, 5.18, -6.90], [-3.35, 3.14, -4.84], [-0.88, 4.22, -5.90], [0.71, -9.04, 0.13], [-0.48, -8.05, -0.73], [2.04, -8.00, 0.66], [-0.06, -9.79, 1.54], [1.33, -10.30, -0.95], [-2.57, -3.09, 3.34], [-1.57, -3.03, 4.80], [-2.59, -4.74, 2.70], [-4.22, -2.58, 3.73], [-1.90, -1.99, 2.12], [7.32, 1.04, 4.23], [5.68, 0.36, 4.33], [7.32, 2.43, 3.13], [7.84, 1.56, 5.84], [8.43, -0.20, 3.62], [9.69, 3.86, 8.73], [10.02, 4.52, 7.12], [8.18, 2.93, 8.69], [11.02, 2.80, 9.22], [9.53, 5.18, 9.89], [-4.38, -6.57, -2.13], [-2.70, -6.07, -1.93], [-5.46, -5.31, -1.50], [-4.73, -6.80, -3.85], [-4.67, -8.09, -1.26], [-3.79, -0.10, 7.15], [-5.29, 0.80, 6.90], [-2.89, 0.60, 8.50], [-4.17, -1.79, 7.50], [-2.80, -0.01, 5.68], [-5.02, -0.87, -1.56], [-4.04, -0.82, -0.10], [-5.00, -2.52, -2.22], [-6.69, -0.40, -1.20], [-4.33, 0.25, -2.75], [-8.70, -7.88, -4.92], [-10.22, -7.00, -5.15], [-7.85, -7.24, -3.50], [-9.04, -9.60, -4.69], [-7.68, -7.67, -6.36], [-3.56, 4.75, 2.67], [-1.84, 5.18, 2.81], [-4.55, 6.09, 3.26], [-3.95, 4.42, 0.97], [-3.88, 3.30, 3.64], [-9.40, -3.03, -5.47], [-9.11, -1.28, -5.44], [-9.50, -3.58, -7.15], [-8.08, -3.86, -4.64], [-10.93, -3.38, -4.64], [-1.40, -1.91, -4.27], [-2.92, -2.00, -5.17], [-0.82, -0.24, -4.23], [-1.64, -2.42, -2.59], [-0.19, -2.96, -5.04]],
  "homo_lumo_gap_ev": 7.97,
  "spin_multiplicity": 1,
  "largest_force_ev_per_a": 16.0,
  "e_homo_ev": -11.407,
  "lumo_ev": -3.44,
  "charge": 1
}


Entry 4:
{
  "formula": "C2H6N2O",
  "method": "ωB97M-V/def2-TZVPD",
  "elements": ["O", "C", "H", "H", "N", "C", "N", "H", "H", "H", "H"],
  "xyz": [[2.51, 0.51, 0.39], [2.01, -0.56, 0.21], [1.44, -1.10, 0.97], [2.11, -1.08, -0.76], [-0.69, 1.19, -0.54], [-1.46, 0.19, -0.04], [-1.11, -0.67, 0.85], [-0.70, 1.41, -1.51], [0.28, 1.18, -0.21], [-2.43, 0.04, -0.52], [-1.97, -1.11, 1.17]],
  "relative_energy_kcal_mol": 45.7,
  "smiles": "[H]/N=C/N.C=O",
  "homo_lumo_gap_ev": 10.52,
  "spin_multiplicity": 1,
  "largest_force_ev_per_a": 1.8,
  "e_homo_ev": -9.590,
  "lumo_ev": 0.93
}